Entry 1:
A cluster of 6 separate species, C31H64N3O9S in total, computed with the ωB97M-V functional and the def2-TZVPD basis.

Summary:
* highest occupied orbital energy: -0.3942 Ha
* orbital gap: 5.355 eV
* net charge: +1
* LUMO energy: -5.37 eV

Geometry as XYZ:
```
108
Properties=species:S:1:pos:R:3:lowdin_charge:R:1
C -3.48 0.71 2.61 -0.0639
C -5.12 0.87 2.73 -0.2724
N -5.62 2.13 2.98 0.1169
C -6.16 -0.42 2.54 -0.0906
N -6.00 -1.31 3.78 -0.0060
C -6.79 -0.84 5.02 -0.0541
N -7.67 0.40 5.04 0.0835
C -6.69 -1.66 6.47 0.1005
C -5.71 -2.98 6.54 -0.0007
C -5.48 -3.86 7.93 -0.3172
O -6.26 -4.86 8.35 0.0568
O -4.29 -3.45 8.74 -0.4814
S -2.87 -4.06 7.96 0.8301
C -4.92 -3.43 5.18 0.0624
C -5.09 -2.55 3.80 -0.0141
C -4.28 -3.00 2.45 -0.0440
C -3.31 -4.32 2.62 -0.2559
O -1.95 -4.24 2.53 -0.0018
O -3.90 -5.65 2.84 0.0216
H -3.15 -0.04 1.76 0.0784
H -2.96 0.42 3.63 0.0946
H -3.06 1.78 2.32 0.1048
H -6.67 2.12 3.00 0.0398
H -5.97 -0.99 1.53 0.1403
H -7.25 0.05 2.45 0.1328
H -8.25 0.38 5.93 0.1184
H -8.39 0.39 4.28 0.1009
H -7.28 -1.34 7.43 0.1310
H -2.20 -3.04 7.26 -0.0886
H -4.24 -4.40 5.25 0.1171
H -3.64 -2.16 1.95 0.1248
H -5.11 -3.30 1.65 0.1545
H -4.82 -5.46 3.24 0.1191
C 0.17 -3.53 0.39 -0.0827
C -0.29 -2.45 -0.58 -0.2775
O -0.10 -1.13 -0.08 -0.1845
C 1.24 -0.75 0.21 -0.2728
C 2.16 -0.81 -0.99 -0.0650
H -0.34 -3.43 1.35 0.0460
H -0.04 -4.52 -0.02 0.0851
H 1.24 -3.47 0.58 0.0709
H -1.37 -2.57 -0.75 0.1099
H 0.18 -2.56 -1.56 0.1067
H 1.63 -1.35 1.04 0.1062
H 1.20 0.29 0.57 0.1192
H 2.25 -1.83 -1.39 0.0699
H 3.17 -0.47 -0.72 0.0690
H 1.78 -0.18 -1.80 0.0710
C -0.53 2.01 -2.78 -0.0806
C -1.27 2.35 -4.06 -0.2767
O -0.97 3.66 -4.56 -0.1687
C 0.40 3.91 -4.89 -0.2785
C 0.94 2.99 -5.97 -0.0824
H -0.75 2.75 -2.00 0.0777
H -0.83 1.02 -2.42 0.0732
H 0.55 2.00 -2.92 0.0614
H -2.35 2.34 -3.86 0.1137
H -1.09 1.60 -4.84 0.1062
H 1.02 3.87 -3.99 0.1045
H 0.45 4.94 -5.25 0.1207
H 0.93 1.94 -5.65 0.0643
H 1.97 3.25 -6.21 0.0794
H 0.33 3.06 -6.88 0.0840
C 7.15 1.80 -1.00 -0.0807
C 6.37 1.36 0.23 -0.2750
O 5.73 0.10 0.08 -0.1818
C 6.59 -1.01 -0.18 -0.2730
C 7.60 -1.27 0.92 -0.0762
H 6.50 1.84 -1.87 0.0818
H 7.59 2.79 -0.84 0.0798
H 7.97 1.11 -1.23 0.0629
H 5.58 2.09 0.42 0.1171
H 7.01 1.36 1.13 0.1058
H 7.07 -0.90 -1.15 0.0951
H 5.94 -1.89 -0.26 0.1195
H 8.29 -0.42 1.04 0.0669
H 8.20 -2.15 0.69 0.0799
H 7.10 -1.42 1.88 0.0820
C 7.14 -1.78 -5.00 -0.0801
C 8.40 -1.55 -4.17 -0.2773
O 8.61 -2.56 -3.19 -0.1747
C 8.77 -3.89 -3.67 -0.2793
C 9.95 -4.07 -4.61 -0.0818
H 6.26 -1.83 -4.35 0.0798
H 7.00 -0.95 -5.71 0.0794
H 7.19 -2.71 -5.57 0.0659
H 8.30 -0.61 -3.63 0.1087
H 9.28 -1.46 -4.81 0.1072
H 7.84 -4.24 -4.13 0.1043
H 8.93 -4.53 -2.79 0.1193
H 9.84 -3.46 -5.51 0.0657
H 10.05 -5.11 -4.91 0.0794
H 10.88 -3.75 -4.12 0.0841
C -3.84 5.04 -1.62 -0.0775
C -5.31 4.79 -1.35 -0.2766
O -5.60 4.54 0.03 -0.1819
C -5.27 5.59 0.94 -0.2873
C -6.00 6.89 0.65 -0.0817
H -3.23 4.19 -1.28 0.0748
H -3.67 5.18 -2.70 0.0831
H -3.47 5.93 -1.11 0.0680
H -5.62 3.89 -1.90 0.1160
H -5.93 5.61 -1.73 0.1071
H -4.19 5.74 0.97 0.1051
H -5.56 5.24 1.93 0.1088
H -5.73 7.30 -0.33 0.0674
H -5.74 7.64 1.40 0.0801
H -7.08 6.74 0.66 0.0828
```


Entry 2:
The molecule C7H13NO, computed with the ωB97M-V functional and the def2-TZVPD basis.

Summary:
* highest occupied orbital energy: -0.2347 Ha
* orbital gap: 7.294 eV
* LUMO energy: 0.91 eV
* relative energy (zero: lowest compared OMol25 entry of this formula, charge and spin): 379.54 kJ/mol

Geometry as XYZ:
```
22
Properties=species:S:1:pos:R:3:lowdin_charge:R:1
C -0.67 0.99 0.82 -0.2258
C -2.08 1.48 0.80 -0.0833
C -0.31 -0.88 -1.57 -0.0573
N 0.28 1.69 0.15 0.0038
C 0.15 -0.98 -0.14 -0.3616
C 1.55 -0.30 0.15 -0.3725
C 1.43 1.12 -0.21 -0.0883
C -0.15 -2.10 0.57 0.0217
O 2.58 -0.91 -0.60 -0.0132
H 3.12 -1.43 0.01 0.1016
H -0.02 2.52 -0.36 0.1564
H -0.36 0.49 1.73 0.1149
H 1.71 -0.43 1.24 0.1417
H 2.04 1.58 -0.97 0.1148
H -2.27 2.13 -0.04 0.0686
H -2.78 0.64 0.73 0.0745
H -2.34 2.04 1.71 0.0664
H -1.21 -1.48 -1.72 0.0776
H 0.45 -1.25 -2.24 0.0840
H -0.51 0.16 -1.85 0.0722
H 0.26 -2.27 1.56 0.0528
H -0.86 -2.82 0.22 0.0511
```


Entry 3:
The molecule C2H2N2O2, computed with the ωB97M-V functional and the def2-TZVPD basis.

Summary:
* highest occupied orbital energy: -0.3927 Ha
* orbital gap: 10.978 eV
* SMILES: N#CN(O)C=O
* LUMO energy: 0.29 eV
* relative energy (zero: lowest compared OMol25 entry of this formula, charge and spin): 299.60 kJ/mol

Geometry as XYZ:
```
8
Properties=species:S:1:pos:R:3:lowdin_charge:R:1
N 0.70 -1.73 -1.71 0.1913
C 0.44 -0.91 -0.93 -0.2145
N 0.07 0.08 -0.09 -0.0932
O -0.46 1.21 -0.75 0.0370
C 0.08 0.14 1.27 -0.2574
O 0.47 -0.73 2.04 0.0607
H -0.99 0.83 -1.48 0.1246
H -0.31 1.11 1.65 0.1515
```


Entry 4:
A cluster of 9 separate species, H18O9 in total, computed with the ωB97M-V functional and the def2-TZVPD basis.

Summary:
* highest occupied orbital energy: -0.3800 Ha
* orbital gap: 9.726 eV
* SMILES: O.O.O.O.O.O.O.O.O
* LUMO energy: -0.61 eV
* relative energy (zero: lowest compared OMol25 entry of this formula, charge and spin): 280.45 kJ/mol

Geometry as XYZ:
```
27
Properties=species:S:1:pos:R:3:lowdin_charge:R:1
O 0.02 -0.44 -3.77 -0.0731
H 0.54 0.01 -3.12 -0.0299
H 0.63 -0.81 -4.45 0.0659
O 1.94 -0.20 -1.68 -0.0821
H 1.65 -1.07 -1.31 0.1050
H 2.65 -0.39 -2.32 0.0936
O 1.42 -0.47 2.52 -0.0350
H 1.26 -0.18 1.64 -0.0285
H 0.83 -1.17 2.69 -0.0559
O -2.74 0.50 1.74 -0.0085
H -2.75 -0.29 1.23 -0.0115
H -1.96 0.51 2.28 0.0354
O 0.18 0.70 0.18 -0.0102
H 0.71 0.59 -0.58 -0.0201
H -0.44 -0.01 0.30 0.0115
O -1.64 3.01 0.65 -0.0441
H -1.39 3.43 -0.16 0.0177
H -1.41 2.10 0.50 -0.0400
O -0.49 -2.21 3.11 -0.0202
H -0.93 -2.01 2.31 -0.0203
H -1.21 -2.48 3.68 0.0673
O 2.33 2.82 -1.74 -0.0297
H 2.42 1.92 -1.40 0.0100
H 3.02 2.88 -2.36 0.0032
O -1.54 -2.07 0.35 -0.0438
H -1.36 -3.02 0.21 0.0892
H -1.73 -1.69 -0.51 0.0542
```


Entry 5:
A cluster of 2 separate species, C5H14 in total, computed with the ωB97M-V functional and the def2-TZVPD basis.

Summary:
* highest occupied orbital energy: -0.4135 Ha
* orbital gap: 12.447 eV
* SMILES: CCC.CC
* LUMO energy: 1.20 eV
* relative energy (zero: lowest compared OMol25 entry of this formula, charge and spin): 60.34 kJ/mol

Geometry as XYZ:
```
19
Properties=species:S:1:pos:R:3:lowdin_charge:R:1
C -0.25 -1.16 -1.86 -0.1366
C 0.57 0.17 -1.71 -0.2947
C -0.41 1.23 -1.21 -0.1204
H -1.22 -1.04 -2.37 0.0654
H -0.58 -1.50 -0.87 0.0647
H 0.29 -1.94 -2.36 0.0535
H 1.36 -0.23 -1.05 0.0909
H 1.00 0.47 -2.68 0.0939
H -0.39 1.32 -0.09 0.0551
H -0.21 2.25 -1.54 0.0644
H -1.37 0.91 -1.61 0.0647
C -0.62 -0.02 2.48 -0.1974
C 0.80 -0.18 2.11 -0.1921
H -1.29 0.36 1.69 0.0532
H -1.03 -0.95 2.97 0.0844
H -0.82 0.72 3.28 0.0684
H 0.97 -0.99 1.35 0.0762
H 1.18 0.68 1.56 0.0591
H 1.42 -0.38 2.93 0.0473
```


Entry 6:
A cluster of 2 separate species, C2H9NO2 in total, computed with the ωB97M-V functional and the def2-TZVPD basis.

Summary:
* highest occupied orbital energy: -0.3326 Ha
* orbital gap: 9.944 eV
* SMILES: CNCO.O
* LUMO energy: 0.89 eV
* relative energy (zero: lowest compared OMol25 entry of this formula, charge and spin): 93.12 kJ/mol

Geometry as XYZ:
```
14
Properties=species:S:1:pos:R:3:lowdin_charge:R:1
C -1.34 -1.57 0.23 -0.1614
N -0.06 -1.13 -0.09 -0.1523
C 0.05 -0.08 -1.10 -0.2761
O -0.16 1.24 -0.62 -0.0796
H -2.17 -0.87 0.46 0.0891
H -1.45 -2.06 -0.67 0.0570
H -1.16 -2.14 1.14 0.0944
H 0.58 -0.90 0.70 0.1276
H -0.79 -0.31 -1.82 0.1290
H 1.04 -0.16 -1.58 0.1211
H -0.52 1.24 0.26 0.0721
O 2.02 1.94 1.29 -0.1048
H 2.22 2.86 1.49 0.0284
H 1.74 1.94 0.31 0.0553
```


Entry 7:
A cluster of 2 separate species, C4H5NO in total, computed with the ωB97M-V functional and the def2-TZVPD basis.

Summary:
* highest occupied orbital energy: -0.3285 Ha
* orbital gap: 9.779 eV
* SMILES: CC=C=O.C#N
* LUMO energy: 0.84 eV
* relative energy (zero: lowest compared OMol25 entry of this formula, charge and spin): 256.18 kJ/mol

Geometry as XYZ:
```
11
Properties=species:S:1:pos:R:3:lowdin_charge:R:1
C -1.69 -0.13 0.01 -0.1030
C -0.48 0.66 0.49 -0.1433
C 0.72 0.97 0.12 -0.3305
O 1.80 1.40 -0.04 0.0947
H -1.50 -1.20 -0.13 0.0557
H -2.04 0.28 -0.94 0.0731
H -2.50 -0.04 0.74 0.0665
H -0.54 1.78 0.72 0.1526
C 2.11 -1.24 -0.33 -0.0478
N 1.05 -1.68 -0.17 0.1054
H 3.06 -0.78 -0.47 0.0767
```


Entry 8:
The molecule C3H4O2, computed with the ωB97M-V functional and the def2-TZVPD basis.

Summary:
* highest occupied orbital energy (alpha / beta): -0.2517 / -0.2678 Ha
* orbital gap (alpha / beta): 7.794 / 8.324 eV
* LUMO energy (alpha / beta): 0.94 / 1.04 eV
* relative energy (zero: lowest compared OMol25 entry of this formula, charge and spin): 422.08 kJ/mol

Geometry as XYZ:
```
9
Properties=species:S:1:pos:R:3:lowdin_charge:R:1
C -0.83 0.31 0.43 -0.1129
C 0.23 -0.79 0.73 -0.0804
C 0.96 0.46 -1.04 -0.1492
O -0.30 0.95 -0.81 -0.0536
O 1.20 -0.55 -0.17 -0.0269
H -1.88 -0.23 0.35 0.1354
H -0.98 1.10 1.15 0.0957
H 0.12 -1.70 1.28 0.0945
H 1.48 0.46 -1.91 0.0973
```


Entry 9:
The molecule C5H8O, computed with the ωB97M-V functional and the def2-TZVPD basis.

Summary:
* highest occupied orbital energy: -0.3737 Ha
* orbital gap: 11.115 eV
* SMILES: C#CC(C)(C)O
* LUMO energy: 0.95 eV
* relative energy (zero: lowest compared OMol25 entry of this formula, charge and spin): 188.14 kJ/mol

Geometry as XYZ:
```
14
Properties=species:S:1:pos:R:3:lowdin_charge:R:1
C 1.85 0.49 1.65 0.1344
C 0.92 0.20 0.95 -0.0731
C -0.25 -0.13 0.10 -0.6529
C -0.66 1.11 -0.70 -0.0320
C 0.09 -1.29 -0.84 -0.0291
O -1.33 -0.59 0.90 -0.0177
H 2.69 0.74 2.27 0.0277
H -0.91 1.94 -0.02 0.0873
H 0.14 1.44 -1.36 0.0905
H -1.55 0.88 -1.30 0.0894
H 0.40 -2.16 -0.25 0.0915
H 0.89 -1.02 -1.53 0.0919
H -0.80 -1.56 -1.41 0.0901
H -1.48 0.07 1.59 0.1021
```


Entry 10:
A cluster of 3 separate species, CH10N5 in total, computed with the ωB97M-V functional and the def2-TZVPD basis.

Summary:
* highest occupied orbital energy (alpha / beta): -0.4262 / -0.4928 Ha
* orbital gap (alpha / beta): 6.189 / 9.950 eV
* net charge: +1
* LUMO energy (alpha / beta): -5.41 / -3.46 eV
* relative energy (zero: lowest compared OMol25 entry of this formula, charge and spin): 575.16 kJ/mol

Geometry as XYZ:
```
16
Properties=species:S:1:pos:R:3:lowdin_charge:R:1
C 0.12 1.06 0.24 0.1561
N -3.28 0.17 -0.13 0.0501
N 3.48 0.13 -0.35 0.0065
N 2.64 -0.39 0.43 0.0105
N -0.50 -0.03 0.14 -0.1639
N 0.08 -1.22 -0.12 0.0815
H -0.34 1.97 0.22 0.0288
H -3.42 -0.25 0.77 0.0529
H -3.68 1.11 -0.18 0.0741
H 3.37 -0.11 -1.36 0.1459
H 3.97 1.02 -0.28 0.1300
H 2.55 -0.19 1.41 0.0758
H -1.63 0.12 -0.26 0.1646
H 1.03 -1.05 -0.09 -0.0096
H -0.46 -1.97 0.28 0.1181
H -3.91 -0.39 -0.72 0.0785
```


Entry 11:
A cluster of 7 separate species, H14O7 in total, computed with the ωB97M-V functional and the def2-TZVPD basis.

Summary:
* highest occupied orbital energy: -0.4307 Ha
* orbital gap: 10.919 eV
* SMILES: O.O.O.O.O.O.O
* LUMO energy: -0.80 eV
* relative energy (zero: lowest compared OMol25 entry of this formula, charge and spin): 280.77 kJ/mol

Geometry as XYZ:
```
21
Properties=species:S:1:pos:R:3:lowdin_charge:R:1
O -1.08 -0.31 -0.48 -0.0481
H -0.52 -0.73 0.18 0.0212
H -0.88 0.63 -0.38 0.0406
O 1.57 1.90 2.16 -0.0477
H 0.89 1.93 1.48 0.0208
H 2.18 1.23 1.84 0.0258
O -2.31 -1.78 1.41 -0.0472
H -1.66 -2.20 0.84 -0.0070
H -1.83 -1.05 1.82 0.0379
O -4.10 4.26 -1.00 -0.0605
H -3.91 4.48 -0.08 0.0324
H -3.87 3.33 -1.07 0.0282
O -2.65 -3.98 -0.62 -0.0416
H -2.97 -3.59 -1.44 0.0466
H -1.98 -3.36 -0.31 -0.0030
O 3.81 1.96 -0.85 -0.0565
H 4.59 1.42 -0.68 0.0345
H 3.07 1.37 -0.65 0.0109
O 4.25 -1.67 -0.74 -0.0570
H 3.88 -2.21 -0.03 0.0348
H 3.53 -1.62 -1.39 0.0348
```


Entry 12:
The molecule C7H12S4, computed with the ωB97M-V functional and the def2-TZVPD basis.

Summary:
* highest occupied orbital energy: -0.2937 Ha
* orbital gap: 8.159 eV
* SMILES: C[C@@]12SCCCS[C@]1(C)SS2
* LUMO energy: 0.17 eV
* relative energy (zero: lowest compared OMol25 entry of this formula, charge and spin): 170.82 kJ/mol

Geometry as XYZ:
```
23
Properties=species:S:1:pos:R:3:lowdin_charge:R:1
C -0.65 -1.41 -1.76 -0.1428
C -1.25 -0.74 -0.43 -1.0569
S -0.55 -1.70 1.01 0.8323
C 1.24 -1.36 1.24 -0.4944
C 1.65 -0.13 1.98 -0.2913
C 1.22 1.17 1.20 -0.5017
S -0.51 1.44 1.33 0.8820
C -1.24 0.86 -0.25 -1.0538
C -0.85 1.62 -1.46 -0.1715
S -3.09 1.05 0.09 0.5314
S -3.02 -1.07 -0.25 0.5406
H -0.16 -2.34 -1.40 0.0535
H 0.18 -0.88 -2.32 0.0792
H -1.45 -1.54 -2.53 0.0739
H 1.81 -1.27 0.28 0.1024
H 1.49 -2.28 1.61 0.0203
H 1.13 0.05 2.89 0.0769
H 2.82 -0.34 2.14 0.1574
H 1.79 1.89 1.65 0.0426
H 1.50 1.29 0.18 0.0578
H -1.17 2.67 -1.45 0.0845
H -1.16 1.30 -2.46 0.0967
H 0.26 1.72 -1.31 0.0810
```